CH2NO2S | ωB97M-V with the def2-TZVPD basis set

XYZ file:
```
7
CH2NO2S | the OMol25 dataset | ωB97M-V with the def2-TZVPD basis set
O 2.180 1.354 -0.100
N -2.157 -0.067 -0.233
H 1.533 1.126 0.410
S -3.713 -0.934 -0.483
O -1.246 2.060 0.103
H 3.217 1.258 0.062
C -1.909 1.056 0.200
```

Summary:
**E_tot**: -17489.0954 eV
**LUMO energy**: 3.194 eV
**Relative energy (zero: lowest compared OMol25 entry of this formula, charge and spin)**: 184.8 kJ/mol
**Gap between HOMO and LUMO**: 6.0 eV
**Net charge**: -1